C4H14O2S2 | ωB97M-V/def2-TZVPD

* charge: -1
* expectation value of S²: 0.759
* HOMO-LUMO gap (alpha / beta): 7.82 / 4.35 eV
* 2S+1: 2

Structure (XYZ):
```
22
C4H14O2S2 ωB97M-V/def2-TZVPD
C -1.7183 0.0461 -1.2338
C -2.4489 0.3523 0.0737
C -0.3858 0.8336 -1.4453
S -0.0741 2.3708 -0.6644
S 1.4276 -1.9628 -0.3427
C 2.6249 -0.6354 -0.0677
H -2.3103 0.2681 -2.1315
H -1.5175 -1.0175 -1.3501
H -3.2993 1.0008 -0.1207
H -1.7358 0.8230 0.7456
H -2.8575 -0.5309 0.5688
H -0.2330 0.7726 -2.5214
H 0.4316 0.1204 -1.1845
H 2.1486 0.3367 0.0340
H 3.3918 -0.6005 -0.8411
H 3.1260 -0.8437 0.8704
H -0.7443 -2.9834 2.3176
H -0.3163 -1.9961 1.2533
O -1.1065 -2.4650 1.5895
H 1.4184 1.4107 2.5979
H 0.6433 1.5519 1.3062
O 0.6231 1.0714 2.1704
```

C48H55BiN3O2S5 | ωB97M-V/def2-TZVPD

* charge: -1
* HOMO-LUMO gap: 5.90 eV

Structure (XYZ):
```
114
C48H55BiN3O2S5 ωB97M-V/def2-TZVPD
Bi -1.3751 0.4016 1.1257
S -0.2440 2.1096 2.7627
C -0.0457 1.3435 4.3388
C 0.8492 1.9969 5.2011
C 1.0951 1.5570 6.4855
C 0.4547 0.4251 6.9740
C -0.4294 -0.2379 6.1440
C -0.6944 0.2049 4.8468
S -1.7964 -0.8110 3.8964
C -3.4091 -0.0285 4.1529
C -4.4110 -0.6326 3.2047
C -5.7101 -0.8731 3.6281
C -6.6418 -1.2904 2.6938
C -6.2448 -1.4548 1.3815
C -4.9128 -1.2278 1.0461
C -4.4612 -1.4335 -0.3724
S -3.4067 -0.1517 -1.0849
C -4.4613 1.2753 -1.0431
C -5.2933 1.4557 -2.1500
C -6.1421 2.5407 -2.2501
C -6.1450 3.4742 -1.2185
C -5.3110 3.3172 -0.1323
C -4.4389 2.2216 -0.0022
S -3.4219 2.2218 1.4293
N -4.0164 -0.8447 1.9503
H 1.3616 2.8726 4.8256
H 1.7954 2.0998 7.1079
H 0.6462 0.0624 7.9746
H -0.9326 -1.1325 6.4881
H -3.3202 1.0373 3.9240
H -3.7392 -0.1481 5.1839
H -5.9853 -0.7064 4.6601
H -7.6687 -1.4718 2.9855
H -6.9506 -1.7490 0.6172
H -5.3302 -1.5677 -1.0167
H -3.8353 -2.3318 -0.4266
H -5.2558 0.7175 -2.9416
H -6.7790 2.6625 -3.1156
H -6.7922 4.3413 -1.2704
H -5.2994 4.0634 0.6512
C 4.7328 1.1553 -3.2906
C 3.7827 2.3340 -3.5031
C 3.4602 2.4171 -5.0010
C 4.4997 3.6197 -3.0707
C 2.4921 2.1729 -2.7044
C 2.2825 1.1424 -1.8162
C 1.0879 1.0572 -1.0996
N 0.8656 0.1120 -0.1022
C 1.3787 -1.0659 -0.0371
C 1.9951 -1.8004 -1.1274
C 2.5653 -2.9923 -0.9029
C 2.6374 -3.5097 0.4675
C 2.0210 -2.9780 1.5336
C 1.2707 -1.7198 1.3216
O 0.6766 -1.1394 2.2186
C 2.0323 -3.6037 2.9207
C 2.8574 -4.8896 2.9352
C 2.6478 -2.6365 3.9449
C 0.5949 -3.9580 3.3326
C 3.1273 -3.8750 -2.0074
C 2.4729 -5.2641 -1.9394
C 2.8513 -3.2924 -3.3917
C 4.6445 -4.0040 -1.8101
C 0.0668 2.0330 -1.2103
O -1.0282 1.9099 -0.5147
C 0.2751 3.1037 -2.1254
C 1.4660 3.1192 -2.8294
C -0.7087 4.2578 -2.3971
C -0.9918 4.3257 -3.9053
C -2.0684 4.1703 -1.6987
C -0.0442 5.5687 -1.9533
H 5.6152 1.2784 -3.9215
H 4.2599 0.2079 -3.5546
H 5.0721 1.0894 -2.2558
H 4.3773 2.5524 -5.5796
H 2.7974 3.2523 -5.2255
H 2.9708 1.5029 -5.3398
H 5.4283 3.7494 -3.6318
H 4.7394 3.5857 -2.0071
H 3.8748 4.4964 -3.2435
H 3.0522 0.4105 -1.6234
H 1.8697 -1.4034 -2.1223
H 3.1917 -4.4288 0.6000
H 3.8948 -4.7128 2.6423
H 2.4359 -5.6520 2.2776
H 2.8601 -5.2924 3.9496
H 3.6743 -2.3832 3.6698
H 2.6719 -3.1209 4.9238
H 2.0761 -1.7161 4.0313
H 0.1354 -4.6247 2.6026
H -0.0289 -3.0716 3.4080
H 0.6104 -4.4526 4.3073
H 1.3928 -5.1846 -2.0582
H 2.6834 -5.7716 -0.9974
H 2.8680 -5.8859 -2.7460
H 1.7793 -3.1939 -3.5671
H 3.2576 -3.9652 -4.1488
H 3.3250 -2.3172 -3.5244
H 4.8939 -4.4415 -0.8424
H 5.1283 -3.0278 -1.8748
H 5.0660 -4.6484 -2.5843
H 1.6262 3.9409 -3.5174
H -1.4630 3.4021 -4.2451
H -0.0882 4.4806 -4.4951
H -1.6744 5.1526 -4.1162
H -2.6296 3.2909 -2.0099
H -2.6450 5.0572 -1.9803
H -1.9903 4.1341 -0.6163
H 0.8931 5.7521 -2.4821
H 0.1715 5.5423 -0.8840
H -0.7133 6.4105 -2.1462
S -1.2448 -3.0030 0.1007
C -0.8626 -3.3995 -1.4831
N -0.5970 -3.6699 -2.5811
```

C48H36AsN4O12PS3Ti | ωB97M-V/def2-TZVPD

* charge: -2
* HOMO-LUMO gap: 4.60 eV

Structure (XYZ):
```
106
C48H36AsN4O12PS3Ti ωB97M-V/def2-TZVPD
Ti 1.4983 -0.1757 -0.2408
O 3.0294 0.6538 0.2358
C 3.4000 1.8872 -0.0246
C 4.5890 2.0916 -0.7427
C 5.0927 3.3545 -0.9584
C 4.4393 4.4676 -0.4514
C 3.2667 4.2946 0.2601
C 2.7282 3.0314 0.4705
C 1.4735 2.9291 1.2304
N 0.4084 2.4036 0.7628
C -0.6694 2.2903 1.6870
C 0.3003 3.2185 3.2543
N 1.4899 3.5232 2.4936
H 5.0713 1.2108 -1.1453
H 6.0110 3.4694 -1.5179
H 4.8315 5.4613 -0.6247
H 2.7301 5.1526 0.6429
H -1.5241 1.8073 1.2207
H 0.3616 3.6053 4.2732
H 2.3725 3.4773 2.9855
S 2.8544 -1.1727 -2.0656
C 2.0115 -2.2675 -3.1528
C 2.7550 -3.3527 -3.6457
C 2.2243 -4.2300 -4.5656
C 0.9295 -4.0488 -5.0307
C 0.1881 -2.9794 -4.5578
C 0.7033 -2.0818 -3.6262
As -0.4055 -0.5581 -3.0005
C -2.0837 -1.5565 -2.5941
C -2.1600 -2.9403 -2.4703
C -3.3225 -3.5541 -2.0358
C -4.4303 -2.7916 -1.7078
C -4.3576 -1.4099 -1.7852
C -3.1895 -0.7980 -2.2077
C -0.9165 0.0657 -4.8147
C -2.0729 0.8113 -5.0292
C -2.2887 1.4663 -6.2295
C -1.3521 1.3857 -7.2451
C -0.2026 0.6382 -7.0512
C 0.0166 -0.0033 -5.8462
H 3.7665 -3.4802 -3.2863
H 2.8187 -5.0584 -4.9310
H 0.5191 -4.7265 -5.7673
H -0.8165 -2.8086 -4.9352
H -1.2892 -3.5425 -2.6884
H -3.3566 -4.6307 -1.9372
H -5.3393 -3.2697 -1.3708
H -5.2074 -0.8036 -1.4991
H -3.1022 0.2867 -2.1956
H -2.7897 0.9146 -4.2260
H -3.1760 2.0731 -6.3593
H -1.5064 1.9217 -8.1728
H 0.5432 0.5920 -7.8345
H 0.9429 -0.5415 -5.6799
O 1.7213 -3.2208 2.4410
C 1.5727 -2.0541 2.1273
O 1.9806 -1.4987 1.0521
C 0.8202 -1.1070 3.1131
P 1.3698 0.5971 2.6402
C -0.0833 1.7203 3.0408
C -1.0576 1.1957 4.0144
C -2.2109 1.7633 4.3881
C -2.7569 3.0096 3.9165
C -2.1909 3.8488 3.0422
C -0.8861 3.6604 2.3794
C 2.5161 0.9851 4.0372
C 2.2246 1.6771 5.2092
C 3.2435 2.0812 6.0572
C 4.5630 1.7767 5.7672
C 4.8631 1.0642 4.6157
C 3.8501 0.6887 3.7551
H 1.0241 -1.3903 4.1496
H -0.2490 -1.2199 2.9081
H -0.8015 0.2454 4.4656
H -2.8259 1.2305 5.1020
H -3.7263 3.2747 4.3134
H -2.7292 4.7406 2.7519
H -0.6591 4.4982 1.7179
H 1.1992 1.8943 5.4723
H 2.9955 2.6407 6.9499
H 5.3555 2.0835 6.4374
H 5.8894 0.8178 4.3803
H 4.0728 0.1645 2.8329
O 0.1819 -1.8964 -0.7133
C -0.5817 -1.4034 0.1413
O -0.3554 -0.2469 0.5900
C -1.7363 -2.1681 0.6886
C -1.7532 -3.5534 0.5915
C -2.7935 -4.2612 1.2120
C -3.8003 -3.5932 1.8950
C -3.7795 -2.2068 1.9578
C -2.7417 -1.4806 1.3561
N -4.8021 -1.5213 2.6656
O -4.7148 -0.2999 2.7756
O -5.7263 -2.1778 3.1508
N -2.8312 -5.6815 1.1644
O -3.6781 -6.2672 1.8414
O -2.0223 -6.2633 0.4468
H -0.9619 -4.0752 0.0770
H -4.5905 -4.1505 2.3785
H -2.7190 -0.4027 1.4108
O 1.1236 1.0849 -1.3232
S 0.6239 2.2044 -2.2248
O 0.9722 1.8405 -3.5886
O 1.1377 3.4909 -1.8230
S -1.3404 2.1597 -2.0132
```

no.,E (eV)
1,-30140.415
2,-119255.637
3,-206638.482